1.
A structure of composition C26H47MnO2Si2 in a non-equilibrium geometry. Source: the Open Molecules 2025 dataset; level of theory: wB97M-V/def2-TZVPD.

Positions of all 78 atoms, in Å:
H  -1.00  -0.48  6.92
H  2.28  -1.47  -7.27
H  1.25  -2.11  5.77
H  -0.14  -2.55  -0.48
H  -1.00  -3.05  -6.51
H  -2.01  -1.64  -6.93
H  -1.20  -2.57  -8.22
C  1.94  3.50  3.54
Si  0.47  2.47  2.95
H  -2.00  2.86  3.28
H  1.92  -0.88  0.02
H  -2.04  -0.15  -0.52
C  0.84  -2.57  2.73
H  1.35  -2.50  -8.39
O  1.11  -0.64  -2.92
H  0.89  -2.95  3.75
C  0.48  2.64  1.07
C  -1.10  -2.19  -7.19
C  1.81  -1.73  2.11
H  -2.56  -2.54  0.69
C  -0.02  0.01  -7.90
H  1.20  1.28  7.35
H  2.70  -1.35  2.58
C  1.79  -1.16  5.64
C  1.15  1.66  6.31
H  0.80  0.23  -8.59
C  0.23  -2.31  0.51
Mn  -0.49  -0.87  1.81
H  -0.45  -1.81  -2.18
C  -0.22  -1.19  -3.07
C  0.97  0.79  -2.75
C  -0.40  1.23  -3.28
C  -1.09  -0.28  5.84
H  2.57  -1.31  4.89
H  -2.62  0.56  3.76
C  -2.10  -0.33  0.55
H  0.94  3.61  0.81
H  -0.75  1.25  -6.24
H  1.69  0.43  3.06
H  2.90  3.00  3.32
Si  0.60  0.23  5.21
O  0.18  -0.61  -5.81
C  0.12  0.65  -6.53
H  -0.23  -1.88  -3.94
H  -0.25  1.52  -4.33
C  -2.43  0.05  2.81
C  -0.13  -2.95  1.76
C  -2.45  -1.37  2.62
H  -1.12  3.14  4.80
H  -2.17  1.75  1.39
H  -1.91  -0.19  -4.07
C  -2.19  0.68  1.57
H  2.15  2.03  6.06
H  2.27  -0.92  6.60
H  1.80  1.28  -3.30
H  -0.89  -3.72  1.91
C  0.62  0.61  3.35
H  1.45  -2.94  -6.67
H  1.92  3.72  4.62
C  -1.26  -0.06  -3.20
H  1.07  1.02  -1.67
H  0.47  2.52  6.32
H  1.93  4.46  3.00
H  -1.84  0.51  5.71
H  1.08  1.84  0.61
H  -0.85  2.05  -2.72
H  -2.63  -2.11  3.39
C  1.38  -2.09  -7.37
H  -1.01  0.13  -8.35
H  -1.45  -1.20  5.36
C  -2.34  -1.61  1.20
H  1.04  1.21  -6.38
H  -1.86  -0.06  -2.29
C  -1.07  3.26  3.70
C  0.12  -1.30  -7.09
H  -0.52  2.61  0.63
H  -1.04  4.34  3.48
C  1.38  -1.48  0.77

## Properties
HOMO energy (spin up / spin down): -2.41 / -3.85 eV
Charge: -1
Spin multiplicity: 6
E_LUMO (spin up / spin down): 2.146 / 2.146 eV
Frontier orbital gap (spin up / spin down): 4.56 / 5.99 eV
Expectation value of S²: 8.769


2.
A structure of composition C48H65N5O2P2PbSi. Source: the Open Molecules 2025 dataset; level of theory: wB97M-V/def2-TZVPD.

Positions of all 124 atoms, in Å:
Si  2.49  -0.61  -0.31
C  -0.86  3.19  -0.24
C  -3.96  -3.23  3.02
H  -2.79  -6.07  -0.26
H  -1.69  -3.47  -5.81
H  1.45  -3.77  -0.97
H  1.80  1.65  -2.80
H  0.53  -3.50  3.35
C  -0.36  1.51  5.34
H  -2.43  -4.36  4.04
C  1.14  -1.62  -5.52
H  -0.64  2.56  5.42
C  -1.76  -4.24  -0.67
H  -0.49  1.16  -3.78
N  -0.60  -3.60  -0.85
H  -1.89  6.48  -0.07
H  1.86  2.52  4.17
P  -0.07  -0.97  1.99
C  -2.88  -3.37  4.10
H  -2.66  -3.64  -0.73
P  0.31  2.02  -1.13
H  -1.86  -2.72  -3.48
H  2.53  -0.38  3.70
H  -3.78  4.92  -0.36
C  4.22  2.65  1.31
H  4.52  0.55  1.11
H  2.38  -5.11  3.21
C  -1.78  -2.30  3.95
H  1.09  -2.47  -8.00
H  0.31  -0.85  4.34
C  -1.83  -5.60  -0.40
H  0.24  5.31  -2.94
C  1.84  2.26  -0.14
C  -2.80  -1.33  1.88
C  1.10  1.33  5.79
C  1.83  -6.30  -0.43
H  3.62  4.71  1.41
C  3.41  -4.04  1.66
H  -0.04  5.10  -0.92
H  -4.04  2.94  1.10
C  1.83  0.44  3.54
H  -3.71  -3.84  2.14
C  -1.01  4.63  -0.75
C  0.54  -5.66  -0.52
C  0.09  2.04  -4.01
C  1.01  2.42  -2.83
H  -1.38  -2.97  1.96
H  -1.44  2.85  -5.28
H  -2.53  3.33  1.93
H  4.22  -4.75  1.59
H  -3.32  -3.28  5.09
H  1.56  5.66  -4.05
H  -4.94  -1.64  1.92
C  2.38  -4.23  2.57
C  -1.02  -2.42  -4.08
H  -0.88  -2.65  4.47
C  -0.66  -6.33  -0.31
H  -1.61  0.76  3.74
C  3.38  -2.93  0.83
C  -1.54  -2.01  2.47
C  -3.05  3.38  0.97
C  -0.57  1.05  3.88
C  -0.92  -2.84  -5.38
C  2.21  3.52  0.33
H  0.66  4.10  -5.70
C  0.95  -1.25  -4.22
H  -2.09  -1.38  4.45
H  -0.38  -3.36  -7.90
H  1.66  -0.60  -3.73
C  3.87  1.39  0.87
H  0.74  1.78  -4.86
H  1.25  0.33  6.21
C  -1.79  5.45  0.28
H  2.05  0.86  2.56
H  1.58  4.38  0.13
N  0.31  -2.80  -7.45
H  -2.71  -0.24  1.95
C  -4.09  -1.78  2.59
H  -0.40  3.22  0.75
C  -0.82  3.18  -4.45
H  2.53  3.51  -3.83
H  2.25  4.10  -2.20
C  0.18  -2.43  -6.16
H  -4.91  -3.61  3.39
C  0.89  4.87  -3.70
H  -1.02  0.95  6.00
H  4.18  -2.81  0.10
H  3.15  -1.97  -2.30
N  -3.12  -0.26  -2.12
H  -0.37  1.88  3.19
H  -1.56  4.62  -1.69
C  1.31  -2.18  1.85
H  3.09  1.53  4.94
H  -0.62  5.20  -5.21
H  -0.67  -7.39  -0.09
N  -0.11  -1.64  -3.48
C  1.33  -3.32  2.65
H  1.34  2.04  6.58
C  2.34  -1.99  0.91
Pb  -0.49  -0.86  -1.13
C  2.05  1.53  4.61
C  3.50  -1.07  -1.80
H  -2.79  2.58  -1.02
C  -3.17  4.85  0.54
C  0.02  4.38  -4.86
C  3.38  3.72  1.05
H  3.55  -0.25  -2.52
O  -2.12  0.47  -2.22
C  1.74  3.75  -3.10
C  -2.26  2.58  -0.06
H  -2.88  -1.58  0.82
H  -2.18  1.53  0.27
H  -4.27  -1.15  3.47
H  -3.68  5.41  1.32
H  -1.23  5.48  1.22
H  5.14  2.79  1.87
C  0.52  -4.30  -0.80
H  -1.50  3.45  -3.63
C  2.69  1.18  0.15
N  2.88  -6.75  -0.36
C  0.40  -0.09  3.57
O  -2.93  -1.31  -1.50
H  4.53  -1.27  -1.47
H  2.02  -1.28  -6.06

## Properties
HOMO energy: -13.02 eV
Relative energy (zero: lowest compared OMol25 entry of this formula, charge and spin): 267.8 kJ/mol
Charge: +2
E_LUMO: -7.239 eV
Frontier orbital gap: 5.79 eV